(1)
Formula: C4H11NO2
Source: the Open Molecules 2025 dataset
Level of theory: ωB97M-V with the def2-TZVPD basis set

The geometry in XYZ format:
```
18
Properties=species:S:1:pos:R:3:lowdin_charge:R:1
C 0.22 0.26 -1.72 -0.20
C 0.20 1.50 -2.64 -0.06
N -0.94 0.12 -0.79 0.18
H 0.35 -0.62 -2.32 0.13
H 1.15 0.42 -1.16 0.12
H -0.76 1.64 -3.13 0.08
H 0.87 1.36 -3.49 0.10
H -1.65 -0.48 -1.21 0.17
H -0.66 -0.39 0.11 0.10
H -1.35 1.04 -0.60 0.17
H 0.40 2.41 -2.11 0.07
C 0.50 -0.90 3.32 0.04
C 0.12 -1.26 1.91 -0.60
O 1.04 -1.24 1.03 0.27
O -1.06 -1.40 1.55 0.10
H 1.38 -0.28 3.48 0.10
H 0.54 -1.81 3.96 0.12
H -0.33 -0.37 3.80 0.10
```

The net charge is +1. As for the HOMO energy (spin up / spin down): -15.9 / -15.3 eV. The molar mass is 105.14 g/mol. The spin multiplicity is 2. For the total energy, the calculation gives -9902.9706 eV.



(2)
Formula: C3H5N2O
Source: the Open Molecules 2025 dataset
Level of theory: ωB97M-V with the def2-TZVPD basis set

The geometry in XYZ format:
```
11
Properties=species:S:1:pos:R:3:lowdin_charge:R:1
C -0.23 -0.63 0.27 -0.36
C 0.50 1.15 -0.10 -0.21
C -0.72 -1.98 0.17 0.04
N -0.19 0.27 1.16 0.26
N 0.90 2.32 -0.23 0.34
O 0.26 0.13 -0.88 0.14
H -0.32 -2.54 -0.81 0.17
H -1.80 -1.64 -0.01 0.15
H -0.56 -2.52 1.08 0.10
H 0.82 3.01 0.50 0.19
H 1.34 2.43 -1.15 0.19
```

The net charge is +1. As for the HOMO energy: -15.9 eV. The molar mass is 85.09 g/mol. The spin multiplicity is 1. For the total energy, the calculation gives -8209.6947 eV.



(3)
Formula: C16H20O2
Source: the Open Molecules 2025 dataset
Level of theory: ωB97M-V with the def2-TZVPD basis set

The geometry in XYZ format:
```
38
Properties=species:S:1:pos:R:3:lowdin_charge:R:1
C -1.01 -2.01 3.72 -0.21
C -0.04 -3.06 3.08 -0.08
C -1.17 -0.72 2.99 -0.26
C -2.01 -0.63 1.88 -0.04
C -0.56 0.46 3.38 -0.04
C -2.19 0.53 1.15 -0.01
C -0.67 1.66 2.65 -0.03
C -1.52 1.69 1.55 -0.35
O -1.75 2.83 0.84 0.04
H -1.99 -2.42 3.96 0.11
H -0.53 -1.86 4.69 0.10
H 0.92 -2.95 3.58 0.06
H -2.51 -1.51 1.49 0.12
H 0.30 0.45 4.05 0.11
H -2.88 0.56 0.32 0.12
H -0.19 2.54 3.05 0.11
H -1.46 3.60 1.35 0.12
H 0.06 -2.93 2.01 0.07
H -0.41 -4.06 3.32 0.06
C 0.33 -1.13 -3.62 -0.22
C 1.42 -2.20 -3.41 -0.09
C 0.62 0.18 -2.94 -0.25
C 1.06 1.30 -3.66 -0.03
C 0.52 0.29 -1.56 -0.03
C 1.41 2.46 -3.00 -0.02
C 0.83 1.46 -0.88 -0.01
C 1.29 2.55 -1.62 -0.32
O 1.58 3.74 -0.99 0.03
H 0.17 -1.02 -4.68 0.10
H -0.62 -1.53 -3.28 0.11
H 1.25 -3.00 -4.13 0.07
H 1.21 1.24 -4.73 0.11
H 0.06 -0.54 -1.05 0.11
H 1.87 3.31 -3.49 0.12
H 0.68 1.51 0.18 0.10
H 2.19 3.64 -0.26 0.10
H 1.33 -2.61 -2.40 0.07
H 2.42 -1.81 -3.55 0.07
```

As for the HOMO energy: -8.4 eV. The molar mass is 244.33 g/mol. The spin multiplicity is 1. For the total energy, the calculation gives -21011.1184 eV.



(4)
Formula: C17H23O3Ru
Source: the Open Molecules 2025 dataset
Level of theory: ωB97M-V with the def2-TZVPD basis set

The geometry in XYZ format:
```
44
Properties=species:S:1:pos:R:3:lowdin_charge:R:1
Ru 0.66 -0.47 1.07 1.26
C 1.11 0.95 2.79 -0.21
C 0.29 1.80 2.03 -0.20
C -0.98 1.18 1.83 -0.19
H 0.57 2.79 1.67 0.10
C -0.94 -0.11 2.43 -0.27
C 0.37 -0.28 3.06 -0.34
H 0.62 -1.02 3.80 0.08
H 2.14 1.14 3.13 0.09
H -1.85 1.60 1.32 0.09
H -1.76 -0.84 2.44 0.08
C 2.26 -1.70 -0.04 -0.19
C 1.96 -2.09 1.32 -0.27
C 0.57 -2.49 1.34 -0.35
H 2.67 -2.15 2.13 0.07
C 0.02 -2.32 0.05 -0.24
C 1.07 -1.84 -0.82 -0.18
H 0.97 -1.65 -1.87 0.08
H 3.20 -1.35 -0.39 0.08
H 0.05 -2.94 2.21 0.10
H -1.00 -2.55 -0.27 0.07
O 0.10 1.34 -0.54 -0.36
C -3.44 -0.31 -2.28 -0.31
C -2.53 0.90 -2.14 -0.18
C -3.93 -0.66 -0.86 -0.11
C -2.67 -1.40 -2.99 -0.11
C -0.89 1.52 -1.51 -0.25
H -3.13 1.67 -1.71 0.03
H -2.33 1.18 -3.16 0.05
H -0.30 1.59 -2.49 0.09
H -1.24 2.57 -1.14 0.09
H -4.88 -1.05 -0.68 0.03
H -3.82 0.29 -0.30 0.07
H -3.16 -1.33 -0.46 0.06
H -3.07 -1.86 -3.89 0.05
H -2.45 -2.19 -2.26 0.06
H -1.74 -0.94 -3.26 0.05
C 4.29 1.85 0.59 -0.07
C 3.53 1.95 -0.72 -0.75
O 3.82 2.59 -1.71 -0.06
O 2.52 1.15 -0.51 -0.16
H 5.29 2.25 0.54 0.03
H 4.32 0.79 0.90 0.06
H 3.71 2.42 1.35 0.06
```

The net charge is -2. As for the HOMO energy (spin up / spin down): 1.8 / -0.4 eV. The molar mass is 376.44 g/mol. The spin multiplicity is 6. For the total energy, the calculation gives -26715.0594 eV.



(5)
Formula: C5H8OS3
Source: the Open Molecules 2025 dataset
Level of theory: ωB97M-V with the def2-TZVPD basis set

The geometry in XYZ format:
```
17
Properties=species:S:1:pos:R:3:lowdin_charge:R:1
C -3.11 -0.37 0.47 -0.96
C 1.53 -0.02 0.51 -1.22
C -4.15 0.58 -0.14 -0.10
C 3.68 -0.50 -0.71 -0.10
C 2.87 -0.56 0.59 -0.58
O -2.68 -0.02 1.63 0.01
S 0.62 1.30 0.63 0.69
S 1.41 -1.72 0.71 0.86
S -2.61 -1.65 -0.43 0.66
H -4.28 0.59 -1.18 0.04
H -3.79 1.65 0.27 0.13
H -5.11 0.39 0.39 0.09
H 3.26 -0.17 -1.65 0.08
H 4.52 0.07 -0.59 0.03
H 4.04 -1.63 -0.85 0.12
H 3.49 -0.53 1.58 0.15
H -1.94 -0.49 2.03 0.11
```

As for the HOMO energy: -8.5 eV. The molar mass is 180.32 g/mol. The spin multiplicity is 1. For the total energy, the calculation gives -39865.5404 eV.



(6)
Formula: C18H37N4O7P
Source: the Open Molecules 2025 dataset
Level of theory: ωB97M-V with the def2-TZVPD basis set

The geometry in XYZ format:
```
67
Properties=species:S:1:pos:R:3:lowdin_charge:R:1
C -3.98 2.54 -2.67 -0.18
C -3.22 3.26 -3.92 -0.39
P -1.64 2.25 -4.21 1.00
C -1.35 1.92 -6.08 -0.30
C -0.08 3.24 -3.65 -0.31
O -0.48 4.63 -3.35 -0.05
C -0.65 4.54 -1.91 -0.37
O -1.61 4.87 -1.20 0.14
O 0.61 3.92 -1.53 0.00
C 0.54 2.64 -2.26 -0.28
N -0.20 1.52 -1.62 -0.12
C 0.04 1.44 -0.14 -0.05
C 0.21 0.19 -2.18 -0.36
C -1.01 -0.84 -2.47 -0.02
O 1.40 -0.13 -2.46 0.02
H -4.57 3.28 -2.03 0.07
H -3.17 2.04 -2.02 0.05
H -4.62 1.69 -3.09 0.07
H -3.03 4.34 -3.61 0.07
H -3.94 3.26 -4.81 0.08
H -2.25 2.22 -6.71 0.04
H -0.37 2.42 -6.37 0.03
H -1.17 0.78 -6.15 0.03
H 0.82 3.15 -4.36 0.14
H 1.67 2.40 -2.34 0.17
H -0.11 2.42 0.42 0.11
H -0.76 0.70 0.27 0.09
H 1.11 1.04 0.01 0.10
H -0.75 -1.52 -3.35 0.09
H -1.96 -0.27 -2.78 0.05
H -1.29 -1.41 -1.52 0.08
C -3.48 0.00 1.77 -0.34
O -3.10 -0.31 0.66 -0.01
N -3.03 -0.54 2.94 -0.19
C -3.53 -0.11 4.23 -0.05
C -2.00 -1.56 2.89 -0.04
H -4.26 0.77 1.92 0.13
H -2.70 0.29 4.82 0.09
H -3.97 -0.97 4.74 0.09
H -4.29 0.66 4.11 0.08
H -1.12 -1.16 2.39 0.10
H -2.37 -2.41 2.31 0.10
H -1.74 -1.89 3.90 0.04
C -0.14 -2.45 5.58 -0.36
O 0.28 -1.39 5.14 0.01
N 0.63 -3.53 5.90 -0.20
C 0.06 -4.75 6.42 -0.06
C 2.07 -3.45 5.71 -0.04
H -1.21 -2.61 5.76 0.13
H 0.48 -4.95 7.41 0.09
H 0.30 -5.57 5.75 0.09
H -1.03 -4.66 6.51 0.08
H 2.46 -2.63 6.31 0.09
H 2.28 -3.25 4.66 0.09
H 2.54 -4.38 6.01 0.09
C 6.45 -0.09 -1.70 -0.35
O 7.30 -0.04 -0.83 0.00
N 5.34 -0.88 -1.67 -0.20
C 4.37 -0.89 -2.74 -0.06
C 5.13 -1.75 -0.52 -0.05
H 6.51 0.53 -2.60 0.13
H 3.39 -0.60 -2.34 0.05
H 4.30 -1.90 -3.16 0.09
H 4.65 -0.19 -3.53 0.09
H 5.07 -1.15 0.38 0.09
H 5.98 -2.44 -0.43 0.09
H 4.21 -2.33 -0.64 0.09
```

As for the HOMO energy: -8.0 eV. The molar mass is 452.49 g/mol. The spin multiplicity is 1. For the total energy, the calculation gives -48843.8289 eV.



(7)
Formula: C4H6N2O
Source: the Open Molecules 2025 dataset
Level of theory: ωB97M-V with the def2-TZVPD basis set

The geometry in XYZ format:
```
13
Properties=species:S:1:pos:R:3:lowdin_charge:R:1
C -2.08 0.48 0.21 -0.02
C -0.77 -0.04 -0.24 -0.30
C -0.26 -1.21 -0.69 -0.09
N 1.14 -1.16 -0.69 0.12
C 1.39 0.01 -0.22 -0.50
N 2.58 0.57 0.19 0.14
O 0.31 0.78 0.02 0.09
H -2.75 0.74 -0.62 0.08
H -2.58 -0.26 0.84 0.08
H -1.91 1.37 0.82 0.08
H -0.78 -2.11 -0.96 0.11
H 2.42 0.97 1.11 0.10
H 3.30 -0.13 0.22 0.10
```

As for the HOMO energy: -8.3 eV. The molar mass is 98.10 g/mol. The spin multiplicity is 1. For the total energy, the calculation gives -9272.7944 eV.



What did the third record say?
Formula: C16H20O2
Source: the Open Molecules 2025 dataset
Level of theory: ωB97M-V with the def2-TZVPD basis set

The geometry in XYZ format:
```
38
Properties=species:S:1:pos:R:3:lowdin_charge:R:1
C -1.01 -2.01 3.72 -0.21
C -0.04 -3.06 3.08 -0.08
C -1.17 -0.72 2.99 -0.26
C -2.01 -0.63 1.88 -0.04
C -0.56 0.46 3.38 -0.04
C -2.19 0.53 1.15 -0.01
C -0.67 1.66 2.65 -0.03
C -1.52 1.69 1.55 -0.35
O -1.75 2.83 0.84 0.04
H -1.99 -2.42 3.96 0.11
H -0.53 -1.86 4.69 0.10
H 0.92 -2.95 3.58 0.06
H -2.51 -1.51 1.49 0.12
H 0.30 0.45 4.05 0.11
H -2.88 0.56 0.32 0.12
H -0.19 2.54 3.05 0.11
H -1.46 3.60 1.35 0.12
H 0.06 -2.93 2.01 0.07
H -0.41 -4.06 3.32 0.06
C 0.33 -1.13 -3.62 -0.22
C 1.42 -2.20 -3.41 -0.09
C 0.62 0.18 -2.94 -0.25
C 1.06 1.30 -3.66 -0.03
C 0.52 0.29 -1.56 -0.03
C 1.41 2.46 -3.00 -0.02
C 0.83 1.46 -0.88 -0.01
C 1.29 2.55 -1.62 -0.32
O 1.58 3.74 -0.99 0.03
H 0.17 -1.02 -4.68 0.10
H -0.62 -1.53 -3.28 0.11
H 1.25 -3.00 -4.13 0.07
H 1.21 1.24 -4.73 0.11
H 0.06 -0.54 -1.05 0.11
H 1.87 3.31 -3.49 0.12
H 0.68 1.51 0.18 0.10
H 2.19 3.64 -0.26 0.10
H 1.33 -2.61 -2.40 0.07
H 2.42 -1.81 -3.55 0.07
```

As for the HOMO energy: -8.4 eV. The molar mass is 244.33 g/mol. The spin multiplicity is 1. For the total energy, the calculation gives -21011.1184 eV.